# 1
Molecular formula: C29H57BNO6OsSbSi3
Method: DFT, the ωB97M-V functional and the def2-TZVPD basis

Calculated values
- Multiplicity: 5
- Relative energy (zero: lowest compared OMol25 entry of this formula, charge and spin): 125.6 kJ/mol
- HOMO-LUMO gap (alpha / beta): 7.208 / 4.989 eV
- HOMO energy (alpha / beta): -13.29 / -13.92 eV
- <S²>: 6.041
- Net charge: +2

Atoms and positions in Å:
Os (0.37, 0.98, -0.85)
C (3.71, 1.70, 1.25)
C (3.32, 1.99, -0.21)
C (4.73, 2.21, -0.81)
O (2.64, 0.81, -0.67)
C (2.38, 3.16, -0.67)
O (2.71, 4.34, -0.43)
O (1.30, 2.80, -1.28)
H (4.65, 1.04, 1.27)
H (2.95, 1.04, 1.74)
H (3.92, 2.57, 1.91)
H (5.29, 1.26, -0.72)
H (5.15, 3.08, -0.25)
H (4.73, 2.49, -1.87)
H (2.91, -0.05, -0.31)
C (-5.81, 2.06, -1.08)
Si (-4.07, 2.52, -0.47)
C (-3.36, 3.71, -1.74)
C (-4.18, 3.51, 1.24)
Sb (-2.19, 0.53, -0.18)
Si (-3.17, -0.87, 1.85)
C (-3.31, -2.65, 1.02)
C (-1.89, -0.95, 3.24)
C (-4.81, -0.34, 2.52)
Si (0.34, 0.73, -3.21)
C (2.24, 0.66, -3.66)
C (-0.81, -0.64, -3.85)
C (-0.13, 2.36, -3.97)
H (-6.33, 3.00, -1.54)
H (-6.51, 1.56, -0.41)
H (-5.78, 1.34, -1.91)
H (-4.07, 4.57, -1.70)
H (-3.35, 3.34, -2.77)
H (-2.31, 4.02, -1.55)
H (-5.07, 3.39, 1.79)
H (-4.10, 4.63, 1.17)
H (-3.36, 3.19, 1.90)
H (-2.49, -2.99, 0.39)
H (-4.20, -2.57, 0.34)
H (-3.52, -3.39, 1.82)
H (-1.66, -2.02, 3.38)
H (-2.26, -0.54, 4.19)
H (-0.94, -0.51, 3.00)
H (-5.70, -0.51, 1.89)
H (-4.84, 0.80, 2.68)
H (-4.89, -0.79, 3.53)
H (2.79, -0.10, -3.13)
H (2.61, 1.68, -3.36)
H (2.35, 0.56, -4.74)
H (-0.51, -1.67, -3.52)
H (-0.66, -0.52, -4.91)
H (-1.87, -0.41, -3.58)
H (0.65, 3.14, -3.89)
H (-1.04, 2.68, -3.44)
H (-0.47, 2.31, -5.03)
O (0.64, 1.64, 1.23)
C (0.58, 2.78, 1.83)
C (1.29, 2.97, 3.15)
C (0.37, 3.50, 4.19)
C (0.37, 5.03, 4.31)
C (-0.45, 5.56, 3.16)
C (-0.08, 5.25, 1.72)
N (-0.14, 3.83, 1.37)
H (2.18, 3.63, 2.99)
H (1.69, 1.99, 3.38)
H (0.81, 3.10, 5.15)
H (-0.69, 3.16, 4.14)
H (1.39, 5.52, 4.28)
H (-0.08, 5.34, 5.24)
H (-0.58, 6.62, 3.07)
H (-1.45, 5.01, 3.23)
H (0.91, 5.62, 1.50)
H (-0.83, 5.77, 1.10)
H (-0.53, 3.65, 0.42)
C (0.11, -7.45, -0.63)
C (1.55, -7.16, -0.98)
C (2.62, -7.66, 0.01)
C (2.02, -7.67, -2.35)
C (1.66, -5.62, -1.06)
C (2.97, -5.14, -1.10)
C (3.24, -3.78, -1.26)
C (2.13, -2.93, -1.11)
O (2.11, -1.56, -1.31)
B (0.81, -1.02, -1.00)
O (0.05, -2.30, -0.80)
C (0.82, -3.40, -0.93)
C (0.56, -4.75, -0.97)
H (-0.03, -8.56, -0.50)
H (-0.57, -7.17, -1.46)
H (-0.14, -6.92, 0.33)
H (2.33, -8.66, 0.39)
H (2.61, -6.98, 0.86)
H (3.61, -7.77, -0.45)
H (2.05, -8.77, -2.31)
H (3.05, -7.29, -2.59)
H (1.38, -7.33, -3.20)
H (3.80, -5.81, -0.95)
H (4.25, -3.41, -1.45)
H (-0.50, -5.08, -1.01)


# 2
Molecular formula: C29H58O13
Method: DFT, the ωB97M-V functional and the def2-TZVPD basis

Calculated values
- SMILES: CCOC(C)=O.CCOC(C)=O.CCOC(C)=O.CCOC(C)=O.CCOC(C)=O.CC(C)=O.CC(C)=O.CC(C)=O
- Relative energy (zero: lowest compared OMol25 entry of this formula, charge and spin): 9.9 kJ/mol
- HOMO-LUMO gap: 9.621 eV
- HOMO energy: -9.36 eV
- Net charge: 0

Atoms and positions in Å:
C (3.64, 2.63, -0.19)
C (4.47, 2.40, -1.42)
O (5.50, 1.79, -1.35)
C (3.94, 2.83, -2.78)
H (3.80, 1.75, 0.43)
H (2.60, 2.76, -0.48)
H (3.83, 3.52, 0.42)
H (2.97, 2.34, -2.91)
H (4.50, 2.47, -3.64)
H (3.74, 3.90, -2.89)
C (-1.30, 1.29, -1.93)
C (0.00, 1.31, -1.19)
O (1.02, 0.92, -1.70)
C (0.01, 1.81, 0.25)
H (-2.10, 1.29, -1.19)
H (-1.35, 0.41, -2.56)
H (-1.51, 2.16, -2.56)
H (0.81, 1.33, 0.79)
H (-0.96, 1.75, 0.74)
H (0.09, 2.90, 0.09)
C (-2.20, 7.92, 3.18)
C (-1.68, 6.86, 2.21)
O (-1.38, 7.19, 1.08)
C (-1.41, 5.47, 2.69)
H (-3.23, 7.68, 3.45)
H (-2.21, 8.84, 2.59)
H (-1.57, 8.13, 4.04)
H (-0.67, 5.54, 3.48)
H (-1.11, 4.85, 1.84)
H (-2.31, 5.03, 3.13)
O (-5.37, -0.65, -0.30)
C (-4.81, -0.91, -1.31)
O (-3.75, -1.76, -1.37)
C (-3.20, -2.21, -0.16)
C (-2.33, -1.13, 0.50)
C (-5.18, -0.35, -2.66)
H (-2.64, -3.14, -0.32)
H (-4.00, -2.50, 0.54)
H (-2.77, -0.14, 0.55)
H (-1.41, -1.11, -0.10)
H (-1.95, -1.51, 1.45)
H (-4.47, -0.73, -3.41)
H (-5.05, 0.73, -2.62)
H (-6.15, -0.71, -2.98)
O (4.26, -1.59, 3.90)
C (3.12, -1.50, 3.54)
O (2.08, -1.75, 4.33)
C (2.25, -2.38, 5.60)
C (2.24, -3.88, 5.38)
C (2.80, -0.97, 2.16)
H (1.47, -1.99, 6.24)
H (3.18, -2.06, 6.07)
H (2.90, -4.27, 4.62)
H (1.26, -4.27, 5.08)
H (2.39, -4.45, 6.30)
H (1.81, -0.51, 2.14)
H (2.86, -1.79, 1.44)
H (3.55, -0.21, 2.00)
O (3.45, 2.98, 3.48)
C (2.30, 3.31, 3.46)
O (1.84, 4.51, 3.07)
C (2.81, 5.51, 2.68)
C (1.97, 6.52, 1.91)
C (1.16, 2.39, 3.81)
H (3.60, 5.15, 2.02)
H (3.22, 5.86, 3.63)
H (1.58, 6.02, 1.03)
H (2.46, 7.46, 1.65)
H (1.15, 6.93, 2.50)
H (1.53, 1.40, 4.07)
H (0.47, 2.33, 2.96)
H (0.54, 2.72, 4.64)
O (1.27, -5.17, -3.75)
C (0.60, -5.25, -2.76)
O (0.01, -4.25, -2.13)
C (0.33, -2.90, -2.37)
C (1.56, -2.43, -1.62)
C (0.44, -6.59, -2.06)
H (-0.52, -2.31, -2.00)
H (0.44, -2.59, -3.41)
H (1.65, -1.36, -1.52)
H (2.48, -2.87, -2.03)
H (1.53, -2.91, -0.63)
H (-0.03, -6.52, -1.08)
H (1.39, -7.10, -1.99)
H (-0.24, -7.16, -2.70)
O (-4.38, -3.48, -3.88)
C (-3.23, -3.47, -4.22)
O (-2.48, -4.55, -4.35)
C (-2.98, -5.81, -3.91)
C (-2.32, -6.88, -4.77)
C (-2.47, -2.19, -4.53)
H (-4.06, -5.84, -4.04)
H (-2.72, -5.94, -2.86)
H (-2.44, -6.68, -5.83)
H (-2.62, -7.88, -4.45)
H (-1.24, -6.84, -4.63)
H (-3.00, -1.65, -5.31)
H (-1.40, -2.31, -4.63)
H (-2.68, -1.51, -3.69)


Question: Which formula does entry 1 have?
Answer: C29H57BNO6OsSbSi3


Question: The lowest net charge belongs to which entry?
Answer: C29H58O13


Question: Among the records above, which one has the lowest net charge?
Answer: C29H58O13


Question: Number 1 is which compound?
Answer: C29H57BNO6OsSbSi3